{"formula": "C36H104N16O12", "method": "ωB97M-V/def2-TZVPD", "elements": ["C", "O", "C", "C", "C", "N", "H", "H", "H", "H", "H", "H", "H", "H", "H", "H", "H", "C", "O", "C", "C", "C", "N", "H", "H", "H", "H", "H", "H", "H", "H", "H", "H", "H", "C", "O", "C", "C", "C", "N", "H", "H", "H", "H", "H", "H", "H", "H", "H", "H", "H", "C", "O", "C", "C", "C", "N", "H", "H", "H", "H", "H", "H", "H", "H", "H", "H", "H", "C", "O", "C", "C", "C", "N", "H", "H", "H", "H", "H", "H", "H", "H", "H", "H", "H", "C", "O", "C", "C", "C", "N", "H", "H", "H", "H", "H", "H", "H", "H", "H", "H", "H", "C", "O", "C", "C", "C", "N", "H", "H", "H", "H", "H", "H", "H", "H", "H", "H", "H", "C", "O", "C", "C", "C", "N", "H", "H", "H", "H", "H", "H", "H", "H", "H", "H", "H", "N", "C", "N", "O", "H", "H", "H", "H", "N", "C", "N", "O", "H", "H", "H", "H", "N", "C", "N", "O", "H", "H", "H", "H", "N", "C", "N", "O", "H", "H", "H", "H"], "positions_angstrom": [[21.07524, 4.94098, -14.35939], [20.82295, 6.28253, -14.73019], [21.94598, 6.81114, -15.36560], [21.85993, 8.34102, -15.53082], [20.51171, 8.97306, -16.16145], [22.95591, 8.87907, -16.27904], [21.20156, 4.19535, -15.14437], [20.26581, 4.65379, -13.68826], [22.00608, 4.97019, -13.79301], [22.86657, 6.77499, -14.78311], [21.96181, 6.54194, -16.42173], [22.00247, 8.69507, -14.50983], [19.73909, 8.96508, -15.39262], [20.16157, 8.42372, -17.03536], [20.53140, 10.04712, -16.34613], [22.98074, 9.88694, -16.33963], [23.81608, 8.73028, -15.77105], [14.15106, 14.55951, -20.33502], [13.00572, 14.97760, -21.07770], [12.39988, 16.12814, -20.49875], [11.02756, 16.41063, -21.12972], [9.90620, 15.42738, -20.86570], [11.10776, 16.48432, -22.55863], [14.53343, 13.56817, -20.57819], [14.03530, 14.56522, -19.25120], [14.87415, 15.36113, -20.48552], [12.41928, 16.25900, -19.41680], [13.08394, 16.93030, -20.77568], [10.60205, 17.36647, -20.82407], [8.89658, 15.64879, -21.21176], [9.88793, 15.31569, -19.78160], [10.21035, 14.43487, -21.19814], [11.64192, 15.63449, -22.67076], [11.77442, 17.19942, -22.81222], [17.27854, 16.31938, -21.23515], [18.46448, 17.15782, -21.21598], [18.77965, 17.70567, -19.93716], [19.94748, 18.79288, -20.02578], [20.16572, 19.33097, -18.56389], [19.56732, 19.97832, -20.85715], [17.33179, 15.66948, -22.10860], [16.30536, 16.78826, -21.08971], [17.33039, 15.66749, -20.36312], [17.95213, 18.27794, -19.51785], [18.99298, 16.87458, -19.26493], [20.81027, 18.39638, -20.56102], [19.30723, 19.92877, -18.25773], [21.03971, 19.96134, -18.39999], [20.32047, 18.47454, -17.90760], [18.65785, 20.31429, -20.57417], [19.49613, 19.72783, -21.83299], [21.12231, 13.53455, -17.58614], [21.53844, 14.89804, -17.57048], [22.64897, 15.13285, -16.72885], [23.04321, 16.66125, -16.78738], [24.47571, 16.86583, -16.20322], [22.13343, 17.33767, -15.85226], [20.96030, 13.10653, -16.59687], [21.85298, 12.94778, -18.14284], [20.19363, 13.40560, -18.14204], [22.55111, 15.02341, -15.64879], [23.47849, 14.47837, -16.99653], [22.87062, 17.19055, -17.72447], [25.16641, 16.08563, -16.52311], [24.40398, 17.04608, -15.13063], [25.00274, 17.73989, -16.58581], [21.25763, 16.94422, -16.16573], [22.29186, 16.95601, -14.93067], [20.43151, 12.54734, -24.79716], [21.25711, 13.57505, -25.34115], [22.43934, 13.14535, -25.98883], [23.39961, 14.24165, -26.57320], [22.83311, 15.24403, -27.58880], [24.69486, 13.84038, -27.12974], [20.10091, 11.88887, -25.60043], [19.59394, 12.99362, -24.26104], [21.03672, 11.94175, -24.12259], [22.97511, 12.66852, -25.16805], [22.17725, 12.47204, -26.80496], [23.68243, 14.87860, -25.73509], [23.53322, 15.85896, -28.15431], [22.06696, 15.92820, -27.22405], [22.43528, 14.69311, -28.44103], [25.05370, 14.61808, -27.66501], [24.62694, 13.08752, -27.79957], [19.71202, 19.60927, -24.76194], [20.65242, 18.82118, -24.03216], [21.60986, 18.02878, -24.74128], [22.74066, 17.47884, -23.76935], [22.20270, 16.51683, -22.67681], [23.29188, 18.63768, -23.11916], [20.41642, 20.19902, -25.34854], [19.08763, 20.37005, -24.29349], [19.12586, 19.17781, -25.57333], [21.12486, 17.21711, -25.28355], [21.87700, 18.86384, -25.38889], [23.42599, 16.85635, -24.34461], [23.04956, 16.11390, -22.12132], [21.53946, 15.74910, -23.07531], [21.60781, 17.06880, -21.94911], [22.48163, 19.22720, -23.24590], [23.29796, 18.50641, -22.11774], [18.82159, 15.23225, -15.12839], [17.40195, 15.55861, -15.32723], [16.86192, 15.08278, -16.60686], [15.41833, 15.77504, -16.81227], [15.44323, 17.30884, -16.55243], [14.41452, 15.24219, -15.91964], [19.47836, 15.40891, -15.98018], [18.94102, 14.16897, -14.92034], [19.16680, 15.76868, -14.24455], [17.41582, 15.41952, -17.48316], [16.76094, 13.99794, -16.57501], [15.08294, 15.55746, -17.82631], [14.69097, 17.91218, -17.06053], [16.45035, 17.59811, -16.85267], [15.49550, 17.66819, -15.52469], [13.47510, 15.61152, -15.88499], [14.75372, 14.91118, -15.02774], [19.70744, 13.91141, -21.32451], [18.83329, 12.85719, -21.59716], [17.53256, 12.87775, -21.05093], [17.43208, 12.35830, -19.63956], [18.28217, 11.08329, -19.29592], [16.05844, 11.97252, -19.33447], [19.24163, 14.89577, -21.27800], [20.39047, 13.87227, -22.17305], [20.21997, 13.76178, -20.37424], [16.99105, 13.81044, -21.20895], [16.89218, 12.19730, -21.61218], [17.68848, 13.18474, -18.97673], [17.86461, 10.17052, -19.72088], [18.53397, 11.10800, -18.23569], [19.26070, 11.03951, -19.77412], [15.72115, 11.13604, -19.78903], [15.84680, 11.78526, -18.36481], [18.92856, 6.71502, -19.33155], [20.13057, 6.32441, -19.60672], [20.31716, 5.23769, -19.04183], [21.03261, 6.94068, -20.23802], [18.43412, 6.12187, -18.68056], [18.57085, 7.59384, -19.67771], [19.60898, 4.82034, -18.45498], [21.26242, 4.89322, -18.95264], [16.73814, 9.33089, -22.36974], [15.66052, 9.04144, -21.72350], [15.12849, 7.93823, -22.12971], [15.27687, 9.73910, -20.85228], [17.27566, 8.74510, -22.99266], [17.03662, 10.27119, -22.15331], [14.26316, 7.73177, -21.65150], [15.51718, 7.54430, -22.97460], [21.37763, 10.55695, -20.96024], [21.51547, 9.74084, -21.95050], [20.40322, 9.56381, -22.57307], [22.57345, 9.15764, -22.17816], [22.23314, 10.58138, -20.42394], [21.05391, 11.49176, -21.16374], [19.63435, 10.05820, -22.14352], [20.30749, 8.72631, -23.12942], [13.04196, 10.44248, -18.29482], [13.54101, 9.43038, -17.66956], [13.93561, 8.50464, -18.51282], [13.58731, 9.37925, -16.50009], [12.45983, 11.02643, -17.71152], [13.01155, 10.56546, -19.29684], [14.15443, 8.79472, -19.45520], [14.37792, 7.76036, -17.99272]], "forces_ev_per_a": [[0.086, 0.425, 1.176], [0.053, -0.280, -0.244], [-0.545, 2.511, -1.750], [-2.293, 2.186, 0.662], [0.589, -1.069, 1.655], [1.682, -0.408, -0.831], [-0.207, 0.286, -0.525], [0.033, -0.157, -0.131], [0.127, -0.468, 0.254], [0.238, -1.215, -0.158], [0.754, -1.156, -0.018], [-0.869, 0.371, 0.466], [-0.207, -0.656, 0.022], [0.153, 0.094, -0.064], [0.857, -0.016, -0.447], [-0.857, 0.140, -0.116], [0.388, -0.571, -0.018], [0.112, 0.989, 0.058], [-0.793, -1.101, 1.299], [0.296, 0.982, -0.657], [-1.480, 0.864, 0.073], [0.871, -1.246, 1.756], [0.896, -0.392, -0.792], [-0.265, 0.244, -0.478], [-0.750, -0.230, 0.131], [0.706, -0.252, -0.203], [-0.291, -1.143, 0.424], [-0.087, 0.734, -0.340], [0.606, 0.323, 0.646], [0.433, 0.416, -0.267], [-0.478, -0.096, 0.296], [-0.151, -0.092, -0.375], [0.067, -0.487, -1.380], [0.133, 0.385, -0.209], [1.352, 0.130, 1.097], [-1.046, 0.056, -0.256], [0.732, 0.860, -0.626], [-1.442, 0.847, 0.076], [0.500, -0.957, -0.880], [0.212, -0.771, 0.475], [-0.161, 0.472, -0.162], [0.162, 0.788, -0.580], [0.134, -0.326, 0.228], [-0.498, -0.087, 0.016], [0.353, -0.041, 0.315], [0.204, -0.248, 0.640], [-0.170, -0.249, 0.029], [0.062, 0.017, -0.570], [-0.310, 0.042, 0.283], [-0.187, 0.122, 0.106], [0.046, -0.239, -0.152], [0.196, 0.043, -0.428], [-0.607, -0.280, 0.834], [1.480, 1.391, -1.062], [0.721, -0.380, 1.548], [-0.111, 0.253, -1.175], [-0.358, 0.200, -0.736], [0.178, 0.116, 0.217], [0.299, -0.239, 0.190], [-0.142, 0.516, 0.045], [-0.905, -0.692, 0.162], [0.180, -0.116, -0.410], [0.304, -0.659, -0.389], [-0.154, -0.454, 0.586], [0.238, -0.577, 0.052], [-0.528, 0.402, -0.160], [-0.862, 0.453, 0.429], [-0.022, -0.010, 0.292], [1.252, 0.046, -0.549], [-0.609, 1.713, -0.403], [0.754, -0.196, 0.003], [-0.187, 2.512, 0.270], [-1.488, -0.416, -0.848], [0.146, -1.496, 0.414], [-0.332, -0.097, -0.057], [0.133, 0.077, -0.179], [-0.073, -0.185, 0.310], [0.663, -0.686, -0.512], [0.058, -0.486, -0.031], [-0.101, -0.136, 0.501], [0.721, 0.138, 0.828], [-0.170, -0.214, 0.166], [-0.656, -0.306, 0.003], [0.081, 0.064, 0.196], [-0.202, -0.301, -0.035], [2.359, 0.667, -2.128], [-2.293, -0.977, 2.801], [-0.430, 0.612, 0.041], [-2.007, -0.695, 0.110], [-0.551, 0.483, -0.378], [0.137, 0.720, -0.337], [-0.140, 0.867, -0.552], [0.274, -0.711, 1.221], [-0.235, -1.120, 0.485], [-0.002, -0.087, -0.092], [1.660, -0.862, -1.081], [0.323, 0.493, -0.401], [0.012, -0.317, -0.186], [0.324, -0.297, -0.062], [-0.128, 0.136, -0.103], [0.310, 1.227, 0.477], [0.362, -0.194, 0.172], [-1.303, -0.372, 0.074], [1.236, -0.475, -1.450], [-1.856, 1.621, 1.239], [-0.221, 0.708, 1.823], [2.094, 0.104, -0.680], [-0.070, -2.130, 0.392], [-0.282, 0.543, -0.290], [-0.218, -0.269, 0.130], [-0.154, 0.183, -0.189], [0.623, -0.043, 0.164], [-0.012, -0.093, -0.154], [0.393, 0.161, -0.197], [-0.019, -0.341, -0.258], [0.044, 0.727, -0.741], [-0.523, -0.873, 0.336], [0.490, 0.278, -0.156], [-0.129, 0.291, -0.099], [0.248, 0.291, -0.022], [-1.084, -0.780, -0.431], [-0.606, -0.868, -0.398], [-0.040, -1.692, 1.536], [1.483, 1.309, -1.148], [-1.242, 1.149, 0.002], [-0.075, -0.050, -0.192], [0.388, 0.365, 0.302], [0.312, -0.051, 0.083], [0.416, 0.239, 0.390], [0.292, -0.348, -0.625], [0.232, -0.066, 0.352], [-0.727, -0.026, 0.699], [-0.610, -0.631, 0.100], [0.325, 0.565, -0.051], [0.544, 0.112, -0.524], [0.453, 0.486, 0.325], [-4.393, 2.599, -0.097], [3.655, 5.973, -3.823], [2.931, -8.285, 3.705], [-1.958, -0.685, 0.590], [-0.594, 1.005, -0.345], [-0.056, -0.296, 0.291], [0.557, -0.160, -0.143], [-0.239, -0.060, -0.133], [4.300, 2.400, -1.922], [0.895, -0.999, -1.051], [-2.198, -2.879, -0.258], [-2.606, 2.276, 3.405], [-0.307, 0.236, 0.180], [0.657, -0.232, -0.379], [0.015, -0.826, -0.765], [-0.967, -0.494, 0.326], [0.774, 4.099, 4.734], [4.321, -3.147, -1.336], [-3.680, -0.691, -2.800], [-0.399, -0.103, -0.327], [0.038, 0.195, 0.066], [-0.375, -0.014, 0.020], [-0.357, -0.642, -0.436], [-0.189, 0.367, 0.030], [-2.460, 4.813, -1.673], [0.050, -0.268, -1.739], [1.205, -3.128, -0.740], [0.259, -0.848, 5.052], [0.278, 0.306, -0.388], [-0.078, -0.161, 0.327], [0.489, -0.454, 0.151], [0.409, -0.196, -0.884]], "homo_energy_ha": -0.3112, "energy_ev": -87421.673, "smiles": "COC[C@H](C)N.COC[C@H](C)N.COC[C@H](C)N.COC[C@H](C)N.COC[C@H](C)N.COC[C@H](C)N.COC[C@H](C)N.COC[C@H](C)N.NC(N)=O.NC(N)=O.NC(N)=O.NC(N)=O", "de_lowest_kcal_mol": 202.6, "lumo_ev": -0.07, "charge": 0}